{
  "formula": "C2H2Cl7Cr",
  "method": "ωB97M-V/def2-TZVPD",
  "species": ["Cr", "Cl", "C", "Cl", "Cl", "Cl", "H", "C", "Cl", "Cl", "Cl", "H"],
  "xyz": [[1.390, -3.681, 2.622], [0.521, -1.647, 1.873], [1.946, 1.370, -0.374], [0.771, 2.472, 0.290], [3.573, 1.740, 0.309], [2.038, 1.483, -2.149], [1.682, 0.362, -0.092], [-2.338, -0.465, -0.413], [-3.673, -1.454, -1.053], [-2.943, 1.130, 0.030], [-0.988, -0.373, -1.534], [-1.979, -0.937, 0.491]],
  "forces_ev_per_a": [[-0.9, 2.2, -0.8], [0.9, -2.1, 0.8], [0.9, 0.4, -0.3], [-0.3, 0.1, 0.0], [-0.5, -0.3, -0.1], [-0.2, -0.1, 0.5], [0.0, -0.1, -0.1], [-0.5, 0.0, 0.1], [0.4, 0.1, 0.1], [0.1, 0.0, -0.1], [0.0, 0.0, -0.1], [-0.1, -0.1, 0.0]],
  "e_tot_ha": -4342.8575,
  "spin_multiplicity": 5,
  "charge": 1,
  "homo_lumo_gap_ev": [4.14, 5.37],
  "homo_energy_ev": [-13.07, -13.07],
  "e_above_lowest_kcal_mol": 0.00
}